Below is a cluster of 2 separate species, C3H3ClN3OS in total at a distorted geometry, with properties calculated with the ωB97M-V functional and the def2-TZVPD basis.

Geometry as XYZ:
```
12
C3H3ClN3OS, DFT the ωB97M-V functional and the def2-TZVPD basis
C 1.634 -1.799 -0.084
C -1.943 -0.910 -0.132
C -0.562 -0.649 -0.102
N 0.455 -1.507 -0.072
N -0.376 0.674 0.059
N -1.643 1.518 -0.003
O 2.733 -2.104 -0.099
S -2.854 0.513 -0.043
Cl 2.467 1.913 0.012
H -2.267 -1.964 -0.100
H 0.554 1.325 0.151
H 1.800 2.991 0.412
```

**Frontier orbital gap**: 9.04 eV
**Electronic energy**: -1213.6758 Eh
**LUMO level**: -5.66 eV
**Energy relative to the best compared isomer or geometry (same formula, charge and spin)**: 14.0 kcal per mole
**Charge**: +1

Löwdin population analysis, charges in e, atoms 1 to 5: -0.226, -0.261, -0.382, 0.224, 0.038